1 | DFT (ωB97M-V with the def2-TZVPD basis set) results for C5H7I in the gas phase.

Computed properties:
Lowest unoccupied orbital energy ... 0.53 eV
HOMO-LUMO gap ... 0.3175 Ha
HOMO level ... -0.2979 hartree

Last column: natural (NBO) charge in e.
Geometry (Å):
C 0.459 -1.309 0.313  -0.11
C -0.195 -0.152 0.106  -0.04
C 0.109 0.246 -1.377  -0.48
C 1.307 -0.784 -1.636  -0.38
C -1.022 0.644 1.010  -0.66
I 1.104 -2.272 -3.125  0.12
H 0.847 -2.057 0.977  0.21
H -0.704 0.325 -2.154  0.23
H 0.509 1.270 -1.438  0.21
H 2.373 -0.491 -1.555  0.21
H -1.403 1.368 0.299  0.22
H -0.490 1.115 1.807  0.23
H -1.912 0.095 1.508  0.23

=====

2 | DFT (ωB97M-V with the def2-TZVPD basis set) results for C5H7I in the gas phase.

Computed properties:
Structure (SMILES) ... C#CC(C)(C)I
Lowest unoccupied orbital energy ... 0.12 eV
HOMO-LUMO gap ... 0.3452 Ha
HOMO level ... -0.3409 hartree

Last column: natural (NBO) charge in e.
Geometry (Å):
C -1.636 2.402 0.694  -0.19
C -1.086 1.371 0.511  -0.06
C -0.418 0.074 0.652  -0.13
C 1.035 0.247 0.750  -0.65
C -0.755 -1.202 -0.609  -0.60
I -1.198 -1.115 2.343  0.08
H -2.125 3.311 0.572  0.23
H 1.448 0.416 -0.261  0.22
H 1.373 1.047 1.465  0.23
H 1.427 -0.682 1.006  0.22
H -1.807 -0.934 -0.886  0.23
H -0.016 -1.424 -1.445  0.22
H -0.671 -2.136 0.011  0.22

=====

Most stable pick: 2. Distance to second place: 23.3 kcal/mol.